Density functional theory data (ωB97M-V/def2-TZVPD) for 4 unconnected molecules or ions with the total composition C16H36BF3O9S at a distorted geometry.

```
! wB97M-V def2-TZVPD RIJCOSX def2/J DEFGRID3
* xyz 0 1
O 3.8733 -4.7268 -2.1325
S 2.6148 -5.4949 -2.3945
O 2.9105 -6.9568 -2.2519
B 1.1799 -5.0826 -1.2418
C 0.7636 -3.5980 -0.7619
C 2.1823 -2.7998 -0.2485
C 2.0204 -1.1425 -0.1494
O 2.8365 -1.9328 -1.2779
C 2.0238 -5.0412 -4.1404
F 2.8058 -4.0559 -4.7301
F 0.6876 -4.5701 -4.0499
F 2.0864 -6.2406 -4.8787
H 0.5145 -6.0010 -0.8739
H 0.0554 -3.5690 0.1198
H 0.4080 -3.0144 -1.6681
H 2.8485 -3.3324 0.5725
H 1.3555 -0.7334 -0.9645
H 2.9419 -0.6176 0.2482
C 1.8786 2.5597 -1.5307
O 2.3470 2.3942 -0.1996
C 3.2235 3.4455 0.1996
C 2.5097 4.4532 1.0920
O 1.5120 5.1702 0.3688
C 0.2028 4.6855 0.6341
H 1.0628 1.8535 -1.6930
H 1.5080 3.5722 -1.7109
H 2.6816 2.3269 -2.2374
H 3.6664 3.9386 -0.6719
H 4.0344 2.9839 0.7723
H 3.2390 5.1898 1.4432
H 2.0786 3.9628 1.9714
H -0.1163 5.0101 1.6299
H 0.1449 3.5950 0.5594
H -0.4754 5.1169 -0.1029
C -3.6932 -9.5591 -2.3438
O -3.6212 -9.6670 -0.9291
C -2.2811 -9.6029 -0.4483
C -1.9641 -8.2278 0.1259
O -1.9517 -7.2305 -0.8938
C -3.1419 -6.4548 -0.9040
H -4.7373 -9.4023 -2.6187
H -3.1008 -8.7213 -2.7209
H -3.3519 -10.4919 -2.8041
H -1.5689 -9.8723 -1.2351
H -2.1939 -10.3448 0.3521
H -0.9594 -8.2516 0.5599
H -2.6672 -7.9634 0.9229
H -3.1377 -5.7586 -0.0590
H -4.0401 -7.0791 -0.8695
H -3.1609 -5.8757 -1.8279
C 0.3345 8.4083 1.6608
O -0.7526 9.3073 1.4887
C -2.0082 8.7000 1.7797
C -2.5174 9.1113 3.1556
O -1.6950 8.5810 4.1921
C -0.8067 9.5516 4.7273
H 1.2600 8.9853 1.6312
H 0.2812 7.8792 2.6163
H 0.3515 7.6873 0.8375
H -1.9453 7.6098 1.6954
H -2.7165 9.0551 1.0239
H -3.5189 8.6934 3.2990
H -2.5942 10.2008 3.2359
H -1.3605 10.2498 5.3631
H -0.2761 10.1005 3.9429
H -0.0707 9.0340 5.3430
*
```

Structure (SMILES)   O=S(=O)(BC[C@@H]1CO1)C(F)(F)F.COCCOC.COCCOC.COCCOC
E   -2030.665506 Ha
Relative energy (zero: lowest compared OMol25 entry of this formula, charge and spin)   41.6 kcal/mol
Lowest unoccupied orbital energy   -1.57 eV
Orbital gap   7.69 eV